102
Properties=species:S:1:pos:R:3:lowdin_charge:R:1 method="wB97M-V/def2-TZVPD" gap_ha=0.2490 charge=-1 e_above_lowest_ev=0.000
Ta -0.036 -0.422 -0.213 1.85
C -5.681 1.469 4.157 -0.06
C -4.351 1.229 3.495 -0.28
C -3.179 1.808 3.955 -0.04
C -1.970 1.581 3.330 -0.02
C -1.841 0.776 2.180 -0.19
N -0.612 0.655 1.535 -0.07
C 0.436 1.474 2.027 -0.27
C 0.316 2.866 1.986 -0.03
C 1.328 3.686 2.430 -0.03
C 2.514 3.144 2.925 -0.26
C 3.637 4.032 3.392 -0.06
C 2.650 1.767 2.926 0.02
C 1.637 0.923 2.468 -0.07
C 1.822 -0.589 2.325 -0.28
O 1.220 -1.105 1.194 -0.27
C 3.329 -0.971 2.175 -0.55
F 4.075 -0.754 3.275 0.14
F 3.481 -2.260 1.875 0.17
F 3.886 -0.263 1.182 0.16
C 1.249 -1.304 3.583 -0.54
F 1.352 -2.636 3.495 0.17
F 1.896 -0.925 4.702 0.15
F -0.036 -1.015 3.770 0.18
C -3.020 0.099 1.785 -0.07
C -4.228 0.361 2.423 0.01
C -2.982 -0.985 0.725 -0.29
O -1.897 -0.883 -0.097 -0.33
C -4.205 -0.937 -0.245 -0.55
F -5.333 -1.435 0.303 0.14
F -3.980 -1.645 -1.348 0.13
F -4.466 0.315 -0.623 0.17
C -2.942 -2.386 1.409 -0.55
F -1.768 -2.556 2.018 0.16
F -3.905 -2.524 2.338 0.15
F -3.098 -3.385 0.529 0.15
H -5.631 2.325 4.831 0.07
H -6.462 1.667 3.421 0.07
H -5.997 0.603 4.744 0.08
H -3.201 2.451 4.830 0.11
H -1.092 2.042 3.753 0.11
H -0.602 3.282 1.588 0.12
H 1.206 4.763 2.386 0.11
H 3.255 4.901 3.929 0.07
H 4.314 3.493 4.056 0.07
H 4.226 4.400 2.548 0.08
H 3.579 1.349 3.287 0.11
H -5.118 -0.156 2.090 0.12
C -0.811 5.025 -5.947 -0.05
C -1.047 5.727 -4.616 -0.31
C -2.207 6.705 -4.726 -0.15
C -2.397 7.452 -3.418 -0.14
C -2.566 6.476 -2.287 -0.14
C -3.263 6.827 -1.150 0.04
C -3.428 5.912 -0.120 -0.26
F -4.120 6.304 0.970 0.06
C -2.925 4.643 -0.193 0.08
C -2.217 4.270 -1.338 -0.03
C -1.685 2.883 -1.394 -0.29
O -1.903 2.113 -0.472 0.06
C -0.908 2.591 -2.578 -0.02
C -0.783 3.536 -3.545 0.02
N -1.319 4.773 -3.520 0.03
C -2.030 5.179 -2.384 -0.07
C -0.258 1.279 -2.878 -0.55
O 0.379 1.131 -3.910 0.04
O -0.441 0.312 -2.031 -0.20
H -0.789 5.779 -6.734 0.08
H -1.618 4.322 -6.163 0.09
H 0.134 4.488 -5.986 0.08
H -0.147 6.295 -4.348 0.16
H -3.115 6.151 -4.983 0.14
H -2.000 7.399 -5.541 0.12
H -3.264 8.112 -3.466 0.12
H -1.525 8.088 -3.234 0.13
H -3.694 7.816 -1.054 0.13
H -3.063 3.916 0.598 0.14
H -0.219 3.263 -4.422 0.12
O 1.301 1.352 -0.425 -0.10
C 2.196 0.697 -1.040 -0.45
O 2.012 -0.509 -1.268 -0.09
H 3.115 1.201 -1.360 0.15
Cl -2.904 1.180 -5.721 0.49
C -1.993 -0.316 -5.393 -1.00
Cl -2.706 -1.258 -4.087 0.58
H -0.988 -0.027 -5.103 -0.01
H -2.015 -0.906 -6.301 0.02
O 5.392 -4.834 -4.345 0.10
C 5.248 -4.594 -3.014 -0.48
O 6.183 -4.784 -2.285 0.11
C 3.912 -4.115 -2.565 -0.15
C 2.967 -3.572 -3.434 -0.03
C 1.738 -3.147 -2.961 -0.10
C 1.424 -3.263 -1.608 -0.63
S -0.173 -2.758 -1.048 0.69
C 2.370 -3.804 -0.739 -0.09
C 3.602 -4.213 -1.210 -0.01
H 4.536 -4.736 -4.777 0.08
H 3.186 -3.421 -4.487 0.11
H 1.016 -2.698 -3.630 0.10
H 2.126 -3.879 0.309 0.10
H 4.345 -4.619 -0.537 0.12